{
  "formula": "C20H44AsBCsF6O10PtS5",
  "method": "ωB97M-V/def2-TZVPD",
  "e_homo_ev": [-11.9, -11.7],
  "multiplicity": 3,
  "orbital_gap_ev": [9.9, 7.9],
  "molar_mass_g_mol": 1132.602,
  "charge": 1,
  "relative_energy_ev": 0.000,
  "symbols": ["H", "As", "O", "C", "O", "H", "H", "F", "H", "H", "B", "H", "C", "H", "C", "C", "H", "H", "H", "H", "H", "S", "O", "F", "H", "H", "O", "H", "S", "S", "H", "C", "H", "O", "H", "H", "O", "H", "Cs", "H", "H", "H", "Pt", "C", "F", "F", "H", "C", "C", "H", "H", "O", "F", "O", "H", "H", "S", "C", "C", "H", "H", "O", "C", "C", "C", "C", "H", "C", "H", "H", "F", "H", "C", "H", "S", "H", "C", "C", "H", "O", "H", "C", "H", "H", "C", "H", "H", "H", "H"],
  "coordinates": [[0.857508, -0.765768, 6.051180], [-0.746416, -1.706856, -3.522025], [2.402766, -3.158833, 3.578398], [0.778185, -0.166051, 5.143096], [1.366874, 1.286377, -1.343825], [-1.921896, 1.846372, -2.359863], [-0.661305, -0.201808, 3.539022], [0.151755, -0.781873, -4.714233], [0.031832, 1.402293, -3.849483], [-7.063148, 1.154545, 0.389897], [-0.756262, -0.296960, 0.497669], [-5.117134, 1.417442, -2.348668], [5.853201, 3.001231, 0.304997], [6.493394, 3.110029, 1.178394], [-0.086395, -2.184243, 3.966090], [-6.472149, 2.040126, 0.652246], [-0.554673, -1.145830, -0.207759], [-0.995329, -0.814959, 1.483952], [-6.487471, 1.992165, 1.741959], [6.107086, 0.768122, 0.337585], [0.383632, -7.155007, -0.976182], [1.085108, -4.306105, -0.386686], [-3.881114, 2.767972, 0.528909], [-1.818724, -2.350832, -4.727035], [-6.521044, 4.071072, 0.160766], [2.861893, -0.644801, 4.906609], [1.471949, -1.563928, 1.864795], [-7.253756, 1.894626, -1.908688], [-4.794633, 1.759044, 0.056794], [4.061396, 1.366105, 1.380649], [-1.000898, 4.765978, -2.396943], [0.987576, -5.311711, -1.868114], [-6.891741, 3.547353, -2.325699], [2.898421, 0.636523, 0.903525], [6.438405, 3.224927, -0.586761], [1.444984, -7.423235, -2.203590], [1.547679, -2.972438, -0.798346], [0.520441, 4.203100, -0.510304], [-3.073552, -2.386972, 0.116229], [-8.119410, 3.273591, -0.066819], [2.087016, -7.506453, 0.423680], [3.338994, -6.968181, -0.662150], [1.423045, -0.778997, -0.299588], [-0.444502, -0.786259, 4.438338], [-1.595997, -2.553196, -2.229491], [0.342368, -3.035625, -3.734809], [4.735871, 4.860805, 0.756325], [4.581120, 3.842548, 0.405401], [-5.212398, 2.266142, -1.676184], [-1.345927, -0.825929, 5.049078], [0.089157, -5.124933, -2.453932], [-0.187255, -4.392525, 0.334583], [-1.828702, -0.364382, -3.349274], [-4.503485, 0.345329, 0.120903], [1.734850, -4.935641, -2.574539], [2.152408, -5.249238, 1.491797], [1.090498, 2.547377, -2.013380], [-6.639403, 2.753686, -1.623128], [-0.078239, 3.402222, -0.946805], [3.927795, 3.474426, 2.544553], [0.125227, 0.429581, 0.598135], [2.162792, 3.479280, -2.307579], [5.376846, 1.545371, 0.137089], [-1.239633, 3.853169, -1.848859], [2.362153, -6.707732, -0.261883], [-1.401346, 2.682418, -2.827593], [4.038391, 3.857338, -0.537741], [-0.013941, 2.398129, -3.412422], [3.318874, -4.876924, 0.158711], [-1.681832, 0.229970, 0.090560], [0.353430, -1.022388, -2.312287], [-2.111080, 4.028958, -1.221145], [1.301500, -6.716062, -1.385855], [-0.006719, -2.901024, 4.785815], [1.587917, -2.013717, 3.255787], [-0.742449, -2.625395, 3.217909], [2.363182, -5.323817, 0.428734], [1.989489, -0.531285, 4.260960], [4.786522, 1.434692, -0.775224], [4.666268, 0.949735, 2.640384], [2.662141, 3.283180, 1.323570], [-7.046549, 3.182759, -0.196624], [-0.449695, 2.768006, -0.143626], [-4.517475, 3.060094, -1.946424], [3.728289, 3.162831, 1.524335], [0.187048, 3.243801, -4.065847], [2.377393, 0.142565, 3.496354], [-2.046062, 2.926778, -3.676904], [0.675066, 0.897711, 5.318569]],
  "forces_ev_per_a": [[0.36, 0.61, 0.39], [0.06, 0.29, -1.86], [-0.11, 0.17, -0.45], [-0.36, -1.64, -1.00], [0.70, 0.26, -0.91], [0.59, -0.27, 0.19], [-0.21, 0.06, 0.11], [-0.38, -0.38, 0.47], [0.35, 0.17, -0.28], [0.46, -0.24, -0.21], [-0.66, 0.92, 1.11], [0.25, -0.03, 0.08], [-0.02, -0.54, -0.62], [-0.03, -0.04, 0.07], [0.55, -0.36, -0.13], [-0.64, -1.11, 0.18], [0.80, -2.38, -2.07], [-0.24, -0.69, 1.69], [0.15, 0.88, 0.01], [0.01, -0.07, -0.26], [-0.06, 0.38, 0.29], [-1.20, -0.35, -0.72], [0.05, -0.40, 0.55], [0.41, -0.02, 0.57], [-0.33, 0.39, -0.47], [0.03, -0.76, -0.20], [0.39, -0.81, 1.08], [-0.26, 0.17, 0.12], [-1.23, 0.78, -1.91], [1.63, 1.19, 1.43], [0.07, 0.04, 0.09], [0.88, 0.28, -0.67], [0.38, -0.03, -0.14], [0.58, 0.22, -0.02], [0.06, 0.28, 0.10], [0.80, 0.33, -0.12], [0.52, -0.47, 0.49], [-0.20, 0.13, 0.00], [-0.21, -0.03, 0.10], [-0.02, 0.09, -0.03], [0.14, 0.11, 0.19], [0.13, 0.34, 0.09], [-1.06, -1.09, 0.53], [-0.29, 0.53, -0.87], [0.36, 0.00, -0.36], [-0.23, 0.04, 0.33], [0.31, 0.10, -0.35], [-0.29, -0.35, 1.39], [0.51, 0.01, 0.48], [0.10, 0.14, 0.12], [-0.46, -0.19, 0.65], [1.18, 0.19, -0.22], [0.10, 0.01, 0.52], [0.33, -0.13, 0.33], [0.38, 0.07, 0.42], [0.17, -0.23, 0.07], [-0.87, 1.19, 0.78], [-1.25, 0.14, 0.05], [0.02, 0.71, 0.07], [0.35, -0.10, -0.01], [1.12, 1.80, 0.66], [0.00, -0.86, 0.01], [-1.20, 0.28, 0.61], [0.45, -0.33, 0.15], [-0.76, -0.32, -0.14], [-0.84, 0.32, -0.31], [-0.05, -0.03, -0.01], [-0.71, -0.44, 0.53], [-0.11, 0.50, 0.43], [-1.13, 0.97, -1.00], [-0.35, 0.03, -0.81], [-0.12, -0.01, -0.15], [-1.55, -0.63, 0.13], [0.23, 0.06, 0.04], [-0.61, 0.75, 1.07], [0.02, 0.23, -0.15], [0.20, 0.36, -0.80], [0.96, 0.16, 0.02], [0.57, -0.17, -0.36], [-0.55, -0.12, -0.70], [-0.01, 0.02, 0.11], [1.48, -0.51, 0.80], [0.16, -0.36, -0.19], [0.15, -0.14, 0.10], [-0.81, -0.46, -1.32], [0.55, -0.33, -0.27], [-0.70, 0.50, 0.08], [0.02, 0.21, 0.07], [0.04, 0.01, 0.16]]
}